A 2-piece molecular cluster, C25H46N4O6P overall. Source: OMol25; level of theory: the ωB97M-V functional and the def2-TZVPD basis.

The highest occupied orbital energy is -11.83 eV. As for the total charge: +1. As for the strongest force on any atom: 1.6 eV/A. As for the calculated total energy: -1991.73941 Ha. The value obtained for the orbital gap is 8.1807 eV.

Last column: Mulliken charge in e.
Positions of all 82 atoms, in Å:
C1 -1.46782 4.88808 -0.96660  -0.63
O1 -2.17114 4.42534 -2.11173  -0.46
C2 -2.31163 3.02614 -2.22787  0.34
C3 -3.79090 2.64299 -2.18853  -1.25
C4 -4.37668 3.07599 -0.82405  0.26
C5 -5.43238 2.07822 -0.30953  -1.16
C6 -4.72313 0.86473 0.31159  -0.24
C7 -4.28222 1.07537 1.78233  -1.01
C8 -2.79086 1.36596 1.98044  -0.79
C9 -1.85756 0.25554 1.47892  -0.97
C10 -0.42774 0.76805 1.23107  -0.82
C11 0.33430 -0.15694 0.26699  0.88
C12 1.77328 0.32283 0.17990  -1.94
N1 2.70425 -0.43715 -0.73022  0.09
C13 2.19088 -1.23411 -1.70923  -0.59
N2 2.18141 -2.60982 -1.47440  0.40
C14 3.18327 -3.38847 -2.21729  -1.18
C15 0.85641 -3.23308 -1.34983  -0.58
C16 0.76439 -4.02016 0.00559  -0.79
O2 1.64827 -3.40737 0.94603  -0.48
N3 1.81377 -0.66582 -2.83967  0.83
P1 1.17270 -1.56368 -4.20937  0.53
O3 1.08382 -0.68139 -5.36728  -0.66
C17 1.93473 0.78687 -3.07287  -0.53
C18 0.89469 1.58095 -2.74282  0.93
C19 1.04605 2.92865 -2.96148  -0.45
C20 2.20667 3.37668 -3.52132  -0.59
C21 3.17346 2.45497 -3.82300  -0.72
N4 3.07210 1.15772 -3.59647  -0.54
H1 -0.52913 5.34851 -1.28658  0.32
H2 -2.07048 5.66006 -0.48520  0.29
H3 -1.28950 4.11622 -0.21485  0.17
H4 -1.80082 2.45984 -1.43459  -0.16
H5 -1.87202 2.69449 -3.17794  0.59
H6 -4.29693 3.19407 -2.97943  0.39
H7 -3.90133 1.56581 -2.32499  0.41
H8 -3.55324 3.06422 -0.10953  -0.32
H9 -4.79126 4.07880 -0.90567  0.36
H10 -6.02246 1.73165 -1.16254  0.36
H11 -6.12461 2.55413 0.38449  0.39
H12 -5.44576 0.04529 0.30570  0.38
H13 -3.88475 0.57358 -0.32380  0.10
H14 -4.83764 1.93623 2.16202  0.40
H15 -4.62127 0.22528 2.37472  0.41
H16 -2.63138 1.42703 3.06048  0.43
H17 -2.52958 2.34661 1.57984  0.36
H18 -2.26308 -0.27908 0.61621  0.76
H19 -1.78665 -0.47040 2.29315  0.33
H20 0.06890 0.75410 2.20315  0.56
H21 -0.46029 1.78250 0.82482  0.20
H22 -0.21610 -0.13400 -0.67606  0.34
H23 0.26106 -1.15057 0.70886  -0.25
H24 2.19733 0.25143 1.17929  0.70
H25 1.76645 1.38290 -0.07074  0.38
H26 3.23563 -1.06687 -0.13589  0.58
H27 3.85613 -2.69929 -2.73446  0.44
H28 2.76074 -4.03698 -2.98659  0.42
H29 3.81482 -3.98786 -1.56348  0.26
H30 0.78437 -3.99332 -2.13415  0.45
H31 0.02491 -2.54404 -1.47175  0.44
H32 -0.25583 -4.03612 0.38199  0.33
H33 1.16544 -5.01899 -0.15296  0.41
H34 1.12666 -3.05092 1.67478  0.22
H35 1.97236 -2.69056 -4.46223  0.06
H36 -0.10961 -2.02253 -3.84235  0.08
H37 -0.04292 1.24023 -2.33227  0.33
H38 0.26212 3.63832 -2.73583  0.31
H39 2.38812 4.41779 -3.73531  0.47
H40 4.08972 2.80780 -4.28312  0.43
C22 4.38318 -3.34602 5.80973  -1.47
C23 2.90454 -3.06306 5.73101  0.46
C24 2.23432 -3.53553 4.46729  -0.42
O4 1.13607 -2.62365 4.33537  -0.31
C25 1.50705 -1.46474 4.94913  0.67
O5 0.91361 -0.44066 4.85353  -0.53
O6 2.64540 -1.64439 5.66064  -0.36
H41 4.81888 -2.85462 6.67884  0.37
H42 4.56769 -4.41748 5.88377  0.38
H43 4.90123 -2.95868 4.93086  0.35
H44 2.39949 -3.45374 6.61818  0.29
H45 1.87788 -4.56117 4.53092  0.36
H46 2.87016 -3.42874 3.58424  0.20